[1]
65
Properties=species:S:1:pos:R:3:forces:R:3 method="wB97M-V/def2-TZVPD" e_lumo_ev=-4.32 de_lowest_ev=8.331 energy_ev=-82257.561 orbital_gap_ev=5.50 homo_energy_ev=-9.82 multiplicity=1 total_charge=+1
C -1.7468 -1.6942 7.4401 -1.4170 -0.3742 -0.4880
N -1.3390 -1.2476 6.0649 1.6909 -2.3172 1.9366
C -1.7819 -0.0991 5.6710 -2.0778 2.2255 -0.2873
C -1.4459 0.5209 4.5121 0.7374 -0.0951 -0.4635
C -0.5105 -0.1091 3.7406 1.9896 -1.1777 -0.7509
C 0.0126 -1.4165 4.1432 -1.0539 1.5824 1.2292
C -0.4243 -1.9782 5.3359 -0.4622 1.6324 -1.0260
C 0.0562 0.5919 2.5399 -1.6789 2.3613 0.0517
C 1.3283 0.3248 2.0764 1.5509 1.7222 -0.0059
C 1.7879 0.9005 0.8719 -0.8314 0.8767 2.6473
N 1.0171 1.7932 0.2437 0.6144 0.5501 0.8627
C -0.2129 2.1441 0.6681 0.1628 0.1277 2.7196
C -0.7769 1.5598 1.8287 3.0699 0.3414 0.8294
C 1.4587 2.2065 -1.0924 0.2452 -0.9787 0.6609
H -2.8328 -1.6251 7.3772 -0.0647 -0.2822 0.3864
H -1.4594 -1.0770 8.2914 0.6083 0.3215 -0.5937
H -1.4896 -2.7324 7.6503 0.2096 0.1688 -0.3890
H -2.5577 0.4382 6.1961 0.1068 -0.4958 0.9805
H -1.8149 1.5119 4.2925 -0.1235 -0.1401 -0.0066
H 0.7195 -1.8774 3.4692 -0.2211 0.0142 1.2301
H -0.1339 -2.9427 5.7256 0.0789 0.1154 0.0384
H 1.8836 -0.5242 2.4467 0.2652 0.7287 0.3923
H 2.6979 0.5886 0.3809 0.1261 0.8346 0.4152
H -0.7401 2.8866 0.0873 0.8481 1.2109 1.2881
H -1.6696 2.0373 2.2047 -0.1954 -0.5509 0.0077
H 0.6565 2.7745 -1.5636 0.6990 0.2358 -0.0628
H 1.5165 1.1938 -1.4913 0.3494 0.7565 -1.3210
H 2.4566 2.6317 -0.9851 -0.3213 0.4288 -0.4598
Cl 0.6030 -1.7326 0.6429 -2.0338 -3.0148 2.0857
O -0.3575 -0.6646 0.7710 -2.4643 -2.3679 0.6243
O 1.8239 -1.1536 0.1695 1.3139 -0.1878 7.9499
O 0.7743 -2.2267 1.9487 0.9257 -2.2338 -0.1348
O 0.2140 -2.7760 -0.2386 -0.6687 -0.8074 1.1596
Cl 4.3625 -0.4559 -2.9504 0.1674 0.8766 -0.1450
C 3.2569 -1.1484 -1.7464 8.7639 1.1460 2.1438
C 4.1590 -2.1238 -0.7572 -1.4693 1.5773 -0.9857
Cl 4.4562 -3.4942 -1.8036 0.3013 -1.1267 -0.0987
H 2.6176 -1.8000 -2.3420 7.2603 1.6551 2.2640
H 2.5797 -0.4644 -1.2349 2.1322 1.1982 -0.8397
H 3.4978 -2.3857 0.0689 0.6325 -0.4412 -0.0352
H 5.1331 -1.7880 -0.4018 -0.3085 0.4694 -0.1151
C 1.6735 -1.8998 -3.0398 -7.6323 -1.5343 -5.2100
C 1.3426 -1.6558 -1.7483 -5.7788 -0.6545 -3.7459
C 0.3878 -0.6876 -1.5173 1.1981 0.4804 0.3053
C -0.3576 -0.0129 -2.4078 -1.3701 -0.2799 -1.2400
C -0.2701 -0.4972 -3.7266 -0.3727 1.4998 -1.0260
C 0.8082 -1.3434 -3.9843 0.2309 -0.8059 -1.7459
C -1.1466 0.1354 -4.8337 0.6540 1.1488 0.2133
O -1.1479 -0.1115 -6.0202 0.5267 -0.8454 0.7335
C -2.0322 1.3198 -4.4067 0.6747 -1.4800 2.3141
C -2.9186 1.8466 -5.3314 0.0510 0.6867 0.7987
C -3.8503 2.7708 -4.8794 0.5282 -0.1604 1.0698
C -3.8416 3.1822 -3.5076 -1.4078 0.4062 -2.7786
C -2.9835 2.6543 -2.6010 0.3779 0.6357 0.1765
C -2.0636 1.7025 -3.0021 -0.1258 -0.4448 -0.7644
C -1.2192 1.0833 -1.9428 0.3843 -0.0010 0.1524
O -1.1878 1.5030 -0.7296 -3.1879 -3.0298 -6.0891
H 2.5265 -2.5372 -3.2202 -0.6358 -1.0362 -1.9973
H 2.0675 -1.8530 -0.9725 -2.3323 -2.8491 -1.7147
H 0.3802 -0.4004 -0.4762 -0.9944 2.2215 -3.9705
H 1.0163 -1.5471 -5.0243 -0.1456 -0.1589 -0.2153
H -2.8785 1.6200 -6.3866 0.1353 -0.4467 0.1185
H -4.5379 3.0970 -5.6456 -0.3122 0.5844 0.4326
H -4.5386 3.9584 -3.2281 -0.0868 -0.0142 0.1756
H -3.0042 3.1054 -1.6200 0.1634 -0.4882 0.3128

---

[2]
62
Properties=species:S:1:pos:R:3:forces:R:3 method="wB97M-V/def2-TZVPD" e_lumo_ev="-1.50 / -1.51" de_lowest_ev=6.846 energy_ev=-94651.895 orbital_gap_ev="5.01 / 4.98" homo_energy_ev="-6.51 / -6.49" multiplicity=2 s_squared=1.2342
Co -1.3672 1.5178 2.6568 0.0357 -0.5239 0.6345
C 0.7222 4.7565 0.8686 0.0075 -0.0273 -0.0142
C 0.9714 3.8823 -0.1886 -0.0314 -0.0237 0.0003
C 0.1688 2.7732 -0.3905 0.0307 0.0195 -0.0514
C -0.9250 2.5081 0.4361 0.0700 0.0616 0.0878
C -1.1561 3.4028 1.4944 -0.1011 -0.0319 -0.0916
C -0.3418 4.5134 1.7155 0.0424 0.0004 0.0254
P -1.8872 0.8895 0.4167 -0.2309 0.1128 0.1127
C -2.5737 0.9692 -1.2803 -0.0450 0.1673 -0.1277
C -2.8501 2.1704 -1.9344 -0.0162 -0.0896 -0.0366
C -3.3942 2.1685 -3.2128 0.0292 0.0166 0.0624
C -3.6663 0.9689 -3.8545 0.0099 -0.0483 0.0247
C -3.3979 -0.2314 -3.2081 -0.0045 0.0083 -0.0169
C -2.8580 -0.2298 -1.9299 0.0150 -0.0157 0.0010
C -0.7618 -0.3766 0.4798 0.4226 0.0780 0.2046
C 0.1434 -0.9816 -0.5296 -0.0805 -0.0975 0.0716
C 0.6463 -3.3455 0.1616 -0.0755 0.0243 -0.0631
C 1.0871 -3.8549 1.3339 0.0125 -0.0303 0.0849
C 0.8693 -3.1014 2.5153 -0.0086 0.0296 -0.1160
C 1.2058 -3.5732 3.7472 0.0217 0.0015 0.1217
C 0.9240 -2.8337 4.9156 -0.0018 -0.0564 -0.0916
C 0.2328 -1.6533 4.8927 -0.0324 0.0035 0.1167
C -0.1616 -1.1042 3.6677 -0.1828 0.0564 -0.2212
C 0.3744 -1.6459 2.3338 -0.0074 0.0374 -0.1967
H 1.3624 5.6149 1.0251 -0.0136 -0.0007 0.0089
H 1.8062 4.0699 -0.8536 -0.0099 -0.0069 0.0059
H 0.3862 2.0948 -1.2033 0.0306 -0.0195 -0.0141
H -2.0549 3.3156 2.1381 -0.0646 -0.1961 -0.0493
H -0.5528 5.1734 2.5471 0.0103 0.0151 -0.0208
H -2.6342 3.1144 -1.4491 0.0062 0.0024 0.0141
H -3.6015 3.1084 -3.7094 0.0013 -0.0059 0.0039
H -4.0855 0.9686 -4.8527 0.0026 -0.0039 0.0079
H -3.6098 -1.1723 -3.7009 -0.0029 0.0065 0.0002
H -2.6445 -1.1631 -1.4184 -0.0079 -0.0109 -0.0095
H -0.1200 -0.9340 -1.5822 0.0539 0.0332 -0.0269
H 0.9089 -3.7615 -0.8053 0.0098 0.0249 -0.0046
H 1.6328 -4.7874 1.3712 -0.0065 0.0180 0.0287
H 1.6471 -4.5583 3.8300 -0.0113 0.0108 0.0232
H 1.2075 -3.2514 5.8747 0.0009 -0.0062 -0.0089
H -0.0766 -1.1614 5.8051 0.0112 0.0007 -0.0276
C 1.7065 0.6424 -3.0958 0.0306 0.0354 -0.0028
C 2.2771 -0.7453 -2.8297 -0.0372 0.0001 -0.0069
C 1.4642 -1.8308 -3.5417 0.0314 0.0015 0.0018
C 2.5567 -1.0282 -1.3463 -0.0343 -0.0400 0.0422
N 1.5462 -0.6264 -0.3574 0.0181 0.0367 -0.0593
C 2.0399 -0.5252 0.9375 -0.2092 -0.0968 0.0577
N 1.5775 -0.8648 2.0772 0.1315 -0.0490 0.0995
N -0.6982 -1.6377 1.3126 -0.0055 -0.0589 0.0322
N -0.1852 -2.2882 0.1129 0.0358 -0.0315 -0.0907
H 1.7567 0.8719 -4.1618 -0.0052 0.0031 0.0187
H 2.2648 1.4111 -2.5559 -0.0295 -0.0095 -0.0088
H 0.6571 0.7088 -2.8011 0.0121 0.0023 0.0014
H 3.2752 -0.7762 -3.2797 0.0060 -0.0116 -0.0081
H 0.4015 -1.7934 -3.3006 -0.0105 -0.0006 0.0088
H 1.8347 -2.8275 -3.2908 -0.0015 0.0077 -0.0142
H 1.5495 -1.7100 -4.6234 -0.0079 -0.0019 0.0161
H 3.4702 -0.4982 -1.0655 -0.0071 0.0168 -0.0087
H 2.7840 -2.0991 -1.2494 0.0218 0.0040 0.0270
H 3.0271 -0.0630 0.9585 0.0114 0.0267 -0.0307
S -2.3026 0.8096 5.8983 0.0823 -0.2208 0.2295
C -1.6091 0.6798 4.4691 -0.1474 0.7709 -0.5785
N -0.9696 -0.0698 3.6093 0.2252 0.0813 -0.1783